[1]
{"formula": "C11H32N8O17P", "method": "ωB97M-V with the def2-TZVPD basis set", "elements": ["O", "P", "O", "O", "C", "C", "C", "C", "N", "H", "H", "H", "H", "H", "H", "H", "H", "H", "H", "H", "C", "N", "O", "O", "H", "H", "H", "C", "N", "O", "O", "H", "H", "H", "C", "N", "O", "O", "H", "H", "H", "C", "N", "O", "O", "H", "H", "H", "C", "N", "O", "O", "H", "H", "H", "C", "N", "O", "O", "H", "H", "H", "C", "N", "O", "O", "H", "H", "H"], "coordinates": [[-3.51330, -1.73508, -1.36321], [-2.86130, -1.88235, -2.82018], [-1.22829, -2.51712, -2.52210], [-3.79227, -3.00278, -3.80665], [-2.62212, -0.16233, -3.59834], [-2.86507, 0.05209, -5.22377], [-2.43105, 1.66540, -5.26036], [-2.56018, 2.22798, -3.69036], [-3.32591, 1.05406, -3.04354], [-0.88345, -1.98701, -1.72034], [-4.50045, -3.37977, -3.17696], [-1.47330, 0.09274, -3.43062], [-2.29779, -0.68728, -5.93553], [-4.01146, 0.11088, -5.54543], [-1.26075, 1.72386, -5.44182], [-3.10286, 2.40587, -5.86733], [-3.01238, 3.31037, -3.55737], [-1.47974, 2.32579, -3.19771], [-3.56298, 1.12114, -2.03056], [-4.28953, 1.08276, -3.49353], [-0.23549, -1.48583, 1.81041], [-0.40986, -0.11928, 1.24843], [-0.73342, 0.77892, 2.03433], [-0.21708, 0.01318, 0.03429], [-0.43586, -1.45475, 2.88351], [-0.94552, -2.14319, 1.30442], [0.79509, -1.79169, 1.61917], [-4.15435, 4.99944, -0.59775], [-4.82288, 4.87144, -1.92077], [-5.14308, 5.91776, -2.49677], [-5.00741, 3.72429, -2.34368], [-4.05750, 6.05908, -0.35190], [-4.77895, 4.48843, 0.13779], [-3.17144, 4.53084, -0.67857], [1.15404, 2.37518, 4.24221], [2.56012, 2.82288, 4.05193], [2.78028, 4.03819, 4.11226], [3.40308, 1.94175, 3.84733], [0.52430, 3.25108, 4.41213], [0.84928, 1.85147, 3.33384], [1.13399, 1.71168, 5.10915], [3.10796, -4.43565, 1.92836], [1.64613, -4.48646, 2.20074], [0.95413, -5.18280, 1.44885], [1.23460, -3.82590, 3.16153], [3.32737, -5.05991, 1.05957], [3.37030, -3.39424, 1.73107], [3.62157, -4.81378, 2.81461], [-5.53577, -0.92599, 0.97883], [-5.37207, -0.99218, 2.45616], [-6.32136, -0.60699, 3.14867], [-4.29530, -1.42884, 2.87892], [-6.52544, -0.52456, 0.75066], [-4.75442, -0.26988, 0.58986], [-5.43226, -1.94106, 0.59006], [6.28911, 2.72661, 2.62104], [7.74057, 2.93764, 2.37121], [8.40360, 1.95417, 2.02153], [8.17337, 4.08449, 2.53323], [6.04862, 1.67665, 2.44103], [6.09142, 2.99471, 3.66091], [5.73914, 3.37174, 1.93289], [7.56167, -4.17970, -0.14926], [6.11313, -4.44347, 0.06486], [5.74742, -5.62471, 0.06887], [5.38411, -3.45736, 0.22280], [8.07987, -5.13302, -0.27291], [7.65583, -3.56990, -1.05013], [7.93355, -3.64974, 0.72998]], "e_lumo_ev": -3.351, "mol_weight_g_mol": 579.4, "total_energy_ev": -67915.433, "homo_lumo_gap_ev": 8.86, "total_charge": 1, "homo_ev": -12.209, "de_lowest_ev": 3.182}

[2]
{"formula": "C11H32NOPSi2", "method": "ωB97M-V with the def2-TZVPD basis set", "elements": ["C", "O", "C", "C", "C", "C", "P", "H", "H", "H", "H", "H", "H", "H", "H", "H", "H", "H", "H", "H", "H", "C", "Si", "C", "C", "N", "Si", "C", "C", "C", "H", "H", "H", "H", "H", "H", "H", "H", "H", "H", "H", "H", "H", "H", "H", "H", "H", "H"], "coordinates": [[0.54101, 0.17351, -5.09049], [1.51629, -0.83718, -4.92054], [2.74712, -0.41488, -4.38333], [2.98061, -1.11552, -3.04850], [2.15533, -0.54119, -1.90415], [2.31162, 0.95943, -1.57493], [3.95798, 1.62527, -1.79782], [-0.35561, -0.31560, -5.46104], [0.29732, 0.66564, -4.14161], [0.86586, 0.92573, -5.81674], [2.74062, 0.68280, -4.27785], [3.54835, -0.65623, -5.08865], [2.66010, -2.14857, -3.18991], [4.04835, -1.17473, -2.80521], [2.31581, -1.11686, -0.99433], [1.09773, -0.66964, -2.14357], [1.63679, 1.58757, -2.15786], [2.09124, 1.12848, -0.51582], [4.69172, 1.05902, -2.83452], [4.74748, 1.49713, -0.65777], [3.93014, 2.99076, -2.06914], [-2.13265, -0.62489, -0.82953], [-1.54327, -0.23677, 0.93562], [-0.83832, 1.54415, 0.79508], [0.02604, -1.30360, 1.15351], [-2.72316, -0.46909, 2.04610], [-2.70891, -0.26450, 3.69462], [-2.33667, 1.50960, 4.28107], [-1.44878, -1.34567, 4.62872], [-4.39066, -0.69677, 4.44165], [-1.35767, -0.45705, -1.59083], [-2.44848, -1.66873, -0.89721], [-2.99115, 0.00199, -1.08239], [-0.21877, 1.68040, -0.10556], [-0.22628, 1.80016, 1.66584], [-1.65815, 2.26407, 0.74090], [-0.24218, -2.35237, 1.29943], [0.60381, -0.98247, 2.02600], [0.68704, -1.25214, 0.27944], [-1.29060, 1.77984, 4.10428], [-2.53304, 1.63562, 5.35045], [-2.96212, 2.22152, 3.73549], [-1.52829, -2.38374, 4.29453], [-1.61536, -1.32396, 5.71028], [-0.42154, -1.01392, 4.44701], [-4.64667, -1.73429, 4.21190], [-5.16685, -0.06022, 4.00906], [-4.41315, -0.57208, 5.52834]], "e_lumo_ev": -1.314, "mol_weight_g_mol": 281.5, "total_energy_ev": -40505.676, "homo_lumo_gap_ev": 4.57, "homo_ev": -5.883, "de_lowest_ev": 0.000}

[3]
{"formula": "C11H32O7S5", "method": "ωB97M-V with the def2-TZVPD basis set", "elements": ["O", "S", "O", "O", "C", "C", "C", "H", "H", "H", "H", "H", "H", "H", "H", "C", "S", "O", "C", "H", "H", "H", "H", "H", "H", "C", "S", "O", "C", "H", "H", "H", "H", "H", "H", "C", "S", "O", "C", "H", "H", "H", "H", "H", "H", "C", "S", "O", "C", "H", "H", "H", "H", "H", "H"], "coordinates": [[-18.62671, -11.63506, 13.54134], [-18.73082, -10.72587, 12.41676], [-19.81841, -10.77755, 11.48298], [-18.76198, -9.19632, 13.02840], [-17.99185, -8.94014, 14.21079], [-16.91949, -7.90801, 13.92624], [-17.17792, -10.67545, 11.57855], [-17.56991, -9.86264, 14.62254], [-18.64660, -8.61184, 15.01988], [-17.37637, -6.99710, 13.54793], [-16.08896, -8.24655, 13.30798], [-16.47296, -7.72687, 14.91098], [-16.41815, -10.27004, 12.23846], [-17.31972, -9.96904, 10.75990], [-16.93398, -11.65985, 11.19027], [-17.19046, -8.59535, 18.38285], [-16.71465, -6.84360, 18.34130], [-17.35837, -6.25623, 17.11061], [-17.92390, -6.48525, 19.67634], [-18.25908, -8.66659, 18.20437], [-16.67976, -9.01171, 19.24948], [-16.71924, -9.13640, 17.55242], [-17.75053, -5.47296, 20.03954], [-17.88896, -7.15676, 20.53376], [-18.90529, -6.52575, 19.20423], [-15.81798, -4.25043, 14.92656], [-14.58363, -3.51094, 13.78063], [-13.30205, -4.19807, 14.26676], [-15.05703, -4.45451, 12.32492], [-15.75259, -3.61284, 15.80769], [-15.58804, -5.29529, 15.09175], [-16.86218, -4.10970, 14.63025], [-15.09000, -5.49234, 12.65491], [-14.42564, -4.32474, 11.45532], [-16.09058, -4.13817, 12.14575], [-20.27744, -3.16821, 19.83604], [-19.31668, -1.70698, 19.39373], [-18.88819, -1.04756, 20.68026], [-17.83708, -2.65090, 18.88834], [-20.55238, -3.83383, 19.01958], [-21.20545, -2.85142, 20.31462], [-19.70007, -3.70316, 20.59299], [-17.93304, -3.14536, 17.92338], [-17.63080, -3.28485, 19.74783], [-16.99394, -1.96422, 18.80722], [-15.60065, -11.73288, 22.33648], [-17.01342, -10.61734, 22.54970], [-17.19628, -9.68134, 21.39351], [-18.32868, -11.89823, 22.34306], [-15.77648, -12.59452, 22.97996], [-14.68702, -11.22653, 22.63629], [-15.52178, -12.10138, 21.31239], [-18.91482, -11.94546, 23.25908], [-17.99569, -12.91566, 22.14403], [-18.89494, -11.48485, 21.51143]], "e_lumo_ev": 0.370, "mol_weight_g_mol": 436.7, "total_energy_ev": -80430.032, "homo_lumo_gap_ev": 9.23, "homo_ev": -8.858, "de_lowest_ev": 0.669}